An isolated molecule of C3H4F2 at a distorted geometry. Source: the OMol25 dataset; level of theory: ωB97M-V/def2-TZVPD.

Geometry as XYZ:
```
9
Properties=species:S:1:pos:R:3:forces:R:3:lowdin_charge:R:1
F -1.572 -1.252 -0.281 0.6 1.1 0.7 0.010
C -0.818 -0.265 0.323 3.2 0.0 -3.5 -0.220
C 0.089 0.690 -0.570 0.1 -2.9 -1.5 -0.043
C 0.746 -0.318 0.403 -2.6 0.7 -1.2 -0.215
F 1.457 -1.356 -0.255 -0.9 1.5 2.0 -0.017
H -1.202 0.283 1.111 -1.5 0.2 1.6 0.103
H 0.178 0.332 -1.706 -0.2 0.7 2.8 0.154
H 0.229 1.755 -0.452 -0.4 0.0 0.3 0.077
H 0.892 0.131 1.426 1.6 -1.3 -1.2 0.151
```
Positions in Å, forces in eV/Å.

As for the SMILES: F[C@@H]1C[C@@H]1F. Its energy above the lowest of the compared OMol25 structures with the same formula, charge and spin is 42.72 kcal/mol. The calculation puts the gap between HOMO and LUMO at 11.5 eV. For the HOMO energy, the calculation gives -10.51 eV. The total energy comes out at -8608.2615 eV.